[1]
DFT (ωB97M-V/def2-TZVPD) results for a molecular structure, C21H62N10O12Zn at a distorted geometry.

Geometry as XYZ:
```
106
C21H62N10O12Zn | the Open Molecules 2025 dataset | ωB97M-V/def2-TZVPD
Zn -1.82 3.47 1.46
O 0.53 1.25 1.35
C 0.77 0.49 0.19
C -0.47 0.25 -0.69
O -1.43 1.30 -0.93
H 1.37 -0.37 0.51
H 1.56 0.97 -0.39
H -1.01 -0.66 -0.44
H 0.00 -0.02 -1.63
C 0.24 -1.75 6.40
O -0.05 -2.40 7.35
N 1.29 -1.05 6.17
N -0.61 -1.43 5.54
H 1.16 -0.50 5.33
H 2.06 -1.11 6.81
H -1.56 -1.72 5.70
H -0.37 -0.80 4.78
C -0.65 5.84 5.86
O -1.15 5.39 4.86
N -1.19 6.65 6.74
N 0.56 5.45 6.17
H -0.83 6.71 7.68
H -2.03 7.11 6.43
H 1.13 5.88 6.89
H 0.95 4.74 5.56
C -5.77 5.87 -0.66
O -5.01 5.58 0.27
N -6.48 6.94 -0.69
N -5.98 5.16 -1.73
H -7.09 7.29 -1.41
H -6.23 7.45 0.14
H -6.66 5.38 -2.44
H -5.39 4.35 -1.87
C -6.48 0.61 2.45
O -5.47 1.25 2.70
N -7.41 0.46 3.34
N -6.74 -0.03 1.38
H -8.39 0.34 3.14
H -7.23 0.72 4.30
H -6.02 0.08 0.69
H -7.58 -0.55 1.16
C 0.07 6.92 -1.53
O -0.10 6.37 -0.47
N 0.74 8.02 -1.63
N -0.17 6.28 -2.69
H 1.33 8.24 -0.84
H 1.00 8.45 -2.50
H 0.23 6.81 -3.44
H -0.66 5.40 -2.68
C 7.39 4.88 1.85
C 6.24 4.02 1.41
O 5.26 4.31 2.38
H 8.35 4.63 1.38
H 7.61 4.99 2.91
H 7.08 5.83 1.41
H 6.60 2.99 1.38
H 5.98 4.35 0.40
H 4.68 3.60 2.11
C 6.41 -2.77 1.51
C 7.80 -3.21 1.94
C 8.89 -2.22 1.69
O 7.68 -3.61 3.23
H 6.29 -1.73 1.83
H 5.59 -3.36 1.91
H 6.27 -2.74 0.42
H 8.13 -4.10 1.40
H 8.69 -1.16 1.84
H 9.22 -2.08 0.66
H 9.65 -2.60 2.38
H 7.41 -2.90 3.82
C -5.41 -1.25 -4.93
C -4.69 -0.41 -6.01
C -5.52 -0.34 -7.34
O -4.61 0.89 -5.44
H -6.27 -1.76 -5.37
H -5.74 -0.60 -4.12
H -4.66 -1.87 -4.44
H -3.66 -0.76 -6.06
H -4.96 0.21 -8.09
H -6.57 -0.04 -7.29
H -5.51 -1.25 -7.95
H -4.24 0.78 -4.56
C 0.26 -4.65 -5.95
C 0.64 -5.68 -7.03
C 0.46 -5.04 -8.37
O 1.96 -6.13 -6.98
H 0.43 -5.11 -4.98
H -0.82 -4.50 -5.99
H 0.62 -3.63 -5.87
H 0.14 -6.64 -6.86
H -0.57 -4.86 -8.67
H 1.02 -5.56 -9.15
H 0.89 -4.05 -8.35
H 2.39 -5.59 -6.31
C 0.41 -7.62 3.47
C 0.27 -7.98 2.01
C 0.32 -6.79 0.97
O 1.23 -9.00 1.79
H 0.58 -8.43 4.18
H -0.17 -6.86 3.99
H 1.28 -6.97 3.54
H -0.72 -8.42 1.93
H 0.72 -7.11 0.00
H 0.94 -5.96 1.31
H -0.73 -6.57 0.79
H 2.10 -8.64 1.60
```

The multiplicity is 1. As for the LUMO energy: -2.91 eV. As for the orbital gap: 5.0 eV. Its molar mass is 712.17 g mol⁻¹.

=====

[2]
DFT (ωB97M-V/def2-TZVPD) results for C2H3ClO2S in the gas phase at a distorted geometry.

Geometry as XYZ:
```
9
C2H3ClO2S | the Open Molecules 2025 dataset | ωB97M-V/def2-TZVPD
O 0.38 1.04 1.97
S -0.35 0.24 1.03
O -1.58 -0.39 1.40
C -0.19 0.66 -0.69
C 0.64 -0.53 -0.19
Cl 0.02 -2.40 -0.88
H 0.39 1.51 -1.04
H -1.03 0.42 -1.32
H 1.72 -0.53 -0.26
```

The energy above the lowest of the compared OMol25 structures with the same formula, charge and spin comes out at 59.22 kcal per mole. The multiplicity is 1. As for the LUMO energy: -0.70 eV. As for the orbital gap: 10.1 eV. Its molar mass is 126.56 g mol⁻¹.

=====

[3]
DFT (ωB97M-V/def2-TZVPD) results for a molecular structure, C9H12N3O7P2PdSe.

Geometry as XYZ:
```
35
C9H12N3O7P2PdSe | the Open Molecules 2025 dataset | ωB97M-V/def2-TZVPD
Pd -0.13 -0.41 -0.43
O 0.53 0.47 4.02
P 0.92 0.57 2.47
O -0.01 -0.38 1.74
O 2.38 0.41 2.32
O 0.44 2.09 2.13
P -0.03 2.60 0.66
O -1.63 2.32 0.70
O 0.25 4.04 0.53
O 0.51 1.61 -0.35
H -0.43 0.40 4.10
H -2.07 3.10 1.06
C 4.89 -0.65 0.94
N 3.90 -0.74 -0.12
C 3.95 -0.11 -1.34
C 2.72 -0.24 -1.89
N 1.92 -0.95 -1.03
C 2.66 -1.21 0.03
H 5.86 -0.41 0.49
H 4.96 -1.61 1.45
H 4.59 0.11 1.65
H 4.84 0.38 -1.71
H 2.34 0.12 -2.83
H 2.32 -1.68 0.93
Se -1.32 -1.77 -2.08
C -3.10 -1.21 -1.64
C -4.12 -1.35 -2.57
C -5.40 -0.94 -2.23
N -5.73 -0.42 -1.06
C -4.74 -0.28 -0.17
C -3.43 -0.66 -0.41
H -3.92 -1.76 -3.55
H -6.21 -1.05 -2.95
H -5.01 0.15 0.78
H -2.69 -0.52 0.37
```

The expectation value of S² is 2.007. The multiplicity is 3. As for the LUMO energy (alpha / beta): 2.80 / 1.71 eV. As for the orbital gap (alpha / beta): 8.0 / 7.2 eV. Its molar mass is 521.54 g mol⁻¹. As for the charge: -1.